Run one
The following is a DFT calculation (ωB97M-V/def2-TZVPD) of a molecular structure, H33O16.

Positions of all 49 atoms, in Å:
O1 1.6273 -0.3265 -2.1932
H1 1.7147 -0.3563 -3.0894
H2 2.1365 0.4765 -2.0694
O2 1.7534 4.6481 1.0536
H3 0.1595 -4.6945 -3.9985
H4 1.2742 5.2716 1.3038
O3 0.2749 -3.9914 -3.2448
H5 0.8933 -3.4174 -3.8947
H6 0.3384 1.3537 0.7431
O4 -0.1606 -1.6853 3.3419
H7 -0.1920 -2.1803 2.5320
H8 4.2943 0.6774 2.9094
O5 -1.1067 1.2071 1.9389
H9 -1.0320 0.5959 2.6499
H10 0.0006 1.4417 2.0790
O6 -0.1696 2.1418 -2.9445
H11 0.7000 2.3946 -2.6866
H12 -2.9666 1.2096 2.1938
O7 -2.2311 0.9972 -0.2995
H13 -2.4145 0.1734 -0.8037
H14 -2.9989 1.1113 0.4519
O8 0.0247 -1.9657 -0.5773
H15 -0.0797 -2.5121 3.7871
H16 -0.4758 -2.7772 -0.6616
O9 0.0871 0.8898 -0.1879
H17 -1.1695 0.9388 0.0798
O10 -3.7241 0.8229 1.6667
H18 -1.7491 -2.8932 1.5801
H19 -4.4509 0.8964 2.2294
O11 -1.1431 0.2117 4.6363
H20 -1.5488 -0.8529 4.4455
H21 -0.5110 -0.2020 5.3235
O12 1.4701 2.0270 1.8495
H22 -0.7580 2.0055 -2.2331
H23 2.3104 1.6198 2.1046
O13 3.5438 0.4672 2.5793
H24 3.1193 -0.4374 2.6015
H25 1.9718 2.7632 1.5304
O14 -1.1717 -3.6212 1.9261
H26 -1.3166 -4.4180 1.2516
H27 0.6006 0.0441 -0.1800
O15 -2.4008 -2.0888 -4.8785
H28 -2.2483 -2.1217 -3.9728
H29 -1.7937 -1.8769 -5.4479
O16 2.1147 1.3860 -5.1299
H30 1.4449 0.6626 -5.1876
H31 2.4884 5.0022 0.6660
H32 0.6749 -2.0564 -1.2767
H33 2.7952 1.0381 -4.4969

Summary:
**HOMO level**: -13.407 eV
**LUMO**: -2.7 eV
**Frontier orbital gap**: 10.667 eV
**Charge**: +1

Atomic partial charges in e from the Mulliken method, atoms 1 to 4: number 1, O, carries -0.4738; number 2, H, carries 0.1623; number 3, H, carries 0.2533; number 4, O, carries -0.4663

=====

Run two
The following is a DFT calculation (ωB97M-V/def2-TZVPD) of 16 unconnected molecules or ions with the total composition H33O16.

Positions of all 49 atoms, in Å:
O1 1.0561 -4.3379 -0.4421
H1 0.1086 -4.3302 -0.3154
H2 1.5611 -4.3665 0.3715
O2 3.3101 -1.9936 1.9567
H3 3.8005 -2.4584 1.2690
H4 3.0798 -1.1417 1.5655
O3 -2.1092 4.4169 0.8691
H5 -2.9249 4.9141 0.8261
H6 -2.3257 3.5013 1.0795
O4 -0.5053 2.1330 0.0983
H7 -1.2276 2.3309 -0.5191
H8 -0.5736 -2.3219 0.6175
O5 -0.5768 2.8982 -4.7326
H9 0.0886 2.5135 -5.3163
H10 -1.3438 2.8951 -5.3248
O6 -1.5245 1.6276 -2.2888
H11 -1.1679 2.3940 -2.7739
H12 -2.4814 1.6101 -2.4238
O7 -2.5897 -5.0453 -1.8048
H13 -1.7886 -5.5684 -1.8296
H14 -3.0174 -4.9167 -2.6513
O8 1.7620 -0.3941 3.4578
H15 -0.1206 2.8132 0.6484
H16 1.3242 0.2295 4.0400
O9 -4.3446 0.8007 2.3257
H17 0.3416 -2.1144 2.6603
O10 -2.1533 -1.2278 -2.2647
H18 -2.3418 -0.8002 -3.1054
H19 -2.7969 -1.9386 -2.1763
O11 3.5587 1.7996 -2.0958
H20 4.2031 1.4825 -1.4617
H21 2.7499 1.2889 -2.0664
O12 0.5990 0.3421 -1.1248
H22 -0.0442 0.3636 -1.8685
H23 0.2926 0.9831 -0.3353
O13 -0.4672 -1.3993 0.3339
H24 -1.3626 -1.1322 0.5808
H25 0.2480 -0.5156 -0.7023
O14 0.7558 -2.8632 2.2243
H26 1.7125 -2.6580 2.2864
H27 -4.8464 1.6196 2.3792
O15 1.1467 2.2378 2.9604
H28 0.2285 2.1785 3.2500
H29 1.5461 2.9551 3.4676
O16 2.6139 0.9619 0.4866
H30 2.2220 0.8084 1.3638
H31 2.5375 0.0662 0.1225
H32 2.5159 -0.7614 3.9290
H33 -4.8664 0.1509 2.8014

Summary:
**HOMO level**: -13.225 eV
**LUMO**: -2.7 eV
**Frontier orbital gap**: 10.475 eV
**Charge**: +1

Atomic partial charges in e from the Mulliken method, atoms 1 to 4: number 1, O, carries -0.6020; number 2, H, carries 0.2642; number 3, H, carries 0.3152; number 4, O, carries -0.6804

=====

Winner for stability: run two

=====

Run one
The following is a DFT calculation (ωB97M-V/def2-TZVPD) of a gas-phase ion, CHINOS (charge -1).

Positions of all 6 atoms, in Å:
O1 0.1618 1.7372 0.0627
C1 -0.3908 0.6571 0.0778
S1 -2.0578 0.4167 0.0736
N1 0.1698 -0.6136 0.1273
I1 2.2381 -0.7745 0.0704
H1 -0.1211 -1.4228 -0.4118

Summary:
**HOMO level**: -3.374 eV
**LUMO**: 2.9 eV
**SMILES string**: [O-]C(=S)NI
**Frontier orbital gap**: 6.243 eV
**Charge**: -1

Atomic partial charges in e from the Mulliken method, atoms 1 to 4: number 1, O, carries -0.5758; number 2, C, carries 0.4448; number 3, S, carries -0.5953; number 4, N, carries -0.5208

=====

Run two
The following is a DFT calculation (ωB97M-V/def2-TZVPD) of 2 unconnected molecules or ions with the total composition CHINOS.

Positions of all 6 atoms, in Å:
C1 0.2823 -0.5524 0.7583
N1 -0.8614 0.3405 -0.6771
O1 -0.1454 -0.1551 1.7614
S1 1.2420 -1.6800 0.1240
I1 0.4300 1.1014 -2.0602
H1 -0.9475 0.9456 0.0937

Summary:
**HOMO level**: -3.724 eV
**LUMO**: 3.2 eV
**Frontier orbital gap**: 6.945 eV
**Charge**: -1

Atomic partial charges in e from the Mulliken method, atoms 1 to 4: number 1, C, carries 0.4142; number 2, N, carries -0.6794; number 3, O, carries -0.4631; number 4, S, carries -0.4277

=====

Winner for stability: run one

=====

Run one
The following is a DFT calculation (ωB97M-V/def2-TZVPD) of a single CH3ClO3S molecule.

Positions of all 9 atoms, in Å:
C1 -1.2747 0.3990 -0.0194
O1 -0.4319 -0.7704 0.0114
S1 1.0907 -0.5365 0.1512
O2 1.4062 0.2569 1.3048
O3 1.7809 -2.1280 0.0589
Cl1 1.7561 0.5007 -1.5115
H1 -0.7498 1.3852 0.4448
H2 -2.1067 0.2185 0.6972
H3 -1.4709 0.6746 -1.1374

Summary:
**HOMO level**: -10.821 eV
**LUMO**: -0.8 eV
**SMILES string**: COS(=O)(=O)Cl
**Frontier orbital gap**: 9.989 eV

Atomic partial charges in e from the Mulliken method, atoms 1 to 4: number 1, C, carries -0.6501; number 2, O, carries -0.1591; number 3, S, carries 1.0078; number 4, O, carries -0.4421

=====

Run two
The following is a DFT calculation (ωB97M-V/def2-TZVPD) of 2 unconnected molecules or ions with the total composition CH3ClO3S.

Positions of all 9 atoms, in Å:
C1 0.9026 2.3679 0.2771
O1 -0.9881 -0.8520 -0.5812
O2 0.9090 -2.3217 -0.7646
O3 -0.1313 2.5238 0.8729
S1 -0.5255 -2.4245 -0.7067
Cl1 -1.1552 -3.0928 1.2617
H1 1.8390 2.7644 0.6804
H2 0.9851 1.7865 -0.6736
H3 -1.8355 -0.7515 -0.3661

Summary:
**HOMO level**: -10.212 eV
**LUMO**: -0.3 eV
**Frontier orbital gap**: 9.888 eV

Atomic partial charges in e from the Mulliken method, atoms 1 to 4: number 1, C, carries -0.0392; number 2, O, carries -0.3673; number 3, O, carries -0.4006; number 4, O, carries -0.3880

=====

Winner for stability: run two

=====

Run one
The following is a DFT calculation (ωB97M-V/def2-TZVPD) of 2 unconnected molecules or ions with the total composition CH7N2S.

Positions of all 11 atoms, in Å:
S1 2.6894 -0.9284 0.5654
H1 3.2014 -0.4300 1.7319
N1 0.2625 0.1608 -1.0762
C1 -1.0609 0.4680 -0.5672
N2 -1.1757 0.0195 0.8395
H2 0.8789 -0.7039 -0.6702
H3 0.9635 0.9579 -0.9795
H4 -1.9464 -0.1148 -1.0506
H5 -1.2924 1.4985 -0.7925
H6 -0.3895 -0.7039 0.9620
H7 -2.1308 -0.2237 1.0375

Summary:
**HOMO level (alpha / beta)**: -8.750 / -8.703 eV
**LUMO (alpha / beta)**: 0.9 / -2.7 eV
**<S²>**: 0.7539
**Frontier orbital gap (alpha / beta)**: 9.607 / 5.955 eV
**Multiplicity**: 2

Atomic partial charges in e from the Mulliken method, atoms 1 to 4: number 1, S, carries -0.2195; number 2, H, carries 0.1724; number 3, N, carries -0.5404; number 4, C, carries -0.1371

=====

Run two
The following is a DFT calculation (ωB97M-V/def2-TZVPD) of 2 unconnected molecules or ions with the total composition CH7N2S.

Positions of all 11 atoms, in Å:
S1 1.2765 2.1509 -1.0589
H1 1.2211 1.0314 -1.7920
N1 -1.3222 0.0140 -0.3990
C1 -0.5749 -0.7613 0.6223
N2 0.8613 -0.5878 0.7542
H2 -1.0227 -0.3087 -1.3173
H3 -1.0398 0.9887 -0.3372
H4 -0.8400 -1.7964 0.4048
H5 -1.0288 -0.4477 1.5627
H6 1.0857 -0.0630 1.5855
H7 1.3837 -0.2202 -0.0249

Summary:
**HOMO level (alpha / beta)**: -9.235 / -9.113 eV
**LUMO (alpha / beta)**: 0.8 / -2.7 eV
**<S²>**: 0.7531
**Frontier orbital gap (alpha / beta)**: 10.042 / 6.407 eV
**Multiplicity**: 2

Atomic partial charges in e from the Mulliken method, atoms 1 to 4: number 1, S, carries -0.2014; number 2, H, carries 0.1275; number 3, N, carries -0.5455; number 4, C, carries -0.3949

=====

Winner for stability: run two

=====

Run one
The following is a DFT calculation (ωB97M-V/def2-TZVPD) of a single C3H5N3S molecule.

Positions of all 12 atoms, in Å:
H1 2.4645 -2.3699 0.0105
N1 1.6307 -1.9291 -0.1920
C1 1.6417 -0.6202 0.0724
N2 0.4073 0.0480 0.1394
C2 -0.7425 -0.6914 0.2228
S1 -2.2349 -0.1667 -0.1535
C3 0.2982 1.4299 0.2690
N3 1.3831 2.0447 -0.2791
H2 0.9606 3.0566 -0.1682
H3 2.5526 -0.0497 -0.0004
H4 -0.6038 -1.6757 0.7088
H5 -0.7481 1.8513 0.8416

Summary:
**HOMO level**: -9.024 eV
**LUMO**: -0.4 eV
**SMILES string**: [H]/N=C/N(C=S)/C=N/[H]
**Frontier orbital gap**: 8.641 eV

Atomic partial charges in e from the Mulliken method, atoms 1 to 4: number 1, H, carries 0.2300; number 2, N, carries -0.5860; number 3, C, carries 0.0070; number 4, N, carries 0.1675

=====

Run two
The following is a DFT calculation (ωB97M-V/def2-TZVPD) of a molecular structure, C3H5N3S.

Positions of all 12 atoms, in Å:
C1 0.6299 0.4630 0.3602
C2 0.8332 -0.2028 -1.0607
C3 -1.0456 -0.6897 -0.4423
H1 -1.9574 -0.0097 2.9024
H2 1.4543 0.4887 1.0953
H3 0.2160 1.5839 0.3477
H4 2.3987 -0.4414 -2.4408
H5 -2.1221 -1.1972 -0.3425
N1 -0.5723 -0.2430 0.8187
N2 2.0756 0.0845 -1.4312
N3 -0.3534 -0.6395 -1.5503
S1 -1.5568 0.8030 1.7434

Summary:
**HOMO level**: -9.288 eV
**LUMO**: 0.1 eV
**Frontier orbital gap**: 9.438 eV

Atomic partial charges in e from the Mulliken method, atoms 1 to 4: number 1, C, carries -0.3556; number 2, C, carries 0.3698; number 3, C, carries 0.0696; number 4, H, carries 0.1794

=====

Winner for stability: run one

=====

Run one
The following is a DFT calculation (ωB97M-V/def2-TZVPD) of 2 unconnected molecules or ions with the total composition C2H10N2.

Positions of all 14 atoms, in Å:
C1 -2.4033 0.4169 0.2394
N1 -1.6682 -0.7028 -0.4103
H1 -3.1907 0.6694 -0.4179
H2 -2.7459 0.3158 1.2701
H3 -1.6932 1.2411 0.1881
H4 -0.7338 -0.8959 0.0029
H5 -2.2206 -1.5747 -0.1776
C2 2.0185 0.6312 -0.2109
N2 1.8997 -0.7263 0.3168
H6 1.7319 1.3831 0.4767
H7 3.0179 0.9910 -0.6203
H8 1.3106 0.6569 -1.0523
H9 1.9132 -1.4341 -0.4968
H10 2.7641 -0.9717 0.8920

Summary:
**HOMO level**: -9.224 eV
**LUMO**: 1.1 eV
**SMILES string**: CN.CN
**Frontier orbital gap**: 10.335 eV

Atomic partial charges in e from the Mulliken method, atoms 1 to 4: number 1, C, carries -0.6928; number 2, N, carries -0.5669; number 3, H, carries 0.3137; number 4, H, carries 0.2410

=====

Run two
The following is a DFT calculation (ωB97M-V/def2-TZVPD) of 2 unconnected molecules or ions with the total composition C2H10N2.

Positions of all 14 atoms, in Å:
N1 0.0936 0.9371 -2.2869
C1 -0.3395 -0.0971 -1.3632
N2 0.1230 -1.4668 -1.6039
H1 1.0339 1.2699 -2.1064
H2 0.0120 0.6619 -3.2539
H3 0.0763 0.1314 -0.3868
H4 -1.4324 -0.1079 -1.4065
H5 0.1080 -1.7414 -2.5847
H6 1.0773 -1.6103 -1.3015
C2 0.0179 0.5215 4.6557
H7 0.4078 -0.3579 5.1550
H8 0.6355 1.3374 5.0040
H9 -1.0390 0.6868 4.8636
H10 0.2338 0.3894 3.5956

Summary:
**HOMO level**: -8.972 eV
**LUMO**: 1.0 eV
**SMILES string**: NCN.C
**Frontier orbital gap**: 9.979 eV

Atomic partial charges in e from the Mulliken method, atoms 1 to 4: number 1, N, carries -0.5578; number 2, C, carries -0.2609; number 3, N, carries -0.5750; number 4, H, carries 0.2277

=====

Winner for stability: run two